Entry i
A cluster of 2 separate species, C5H7Br in total, computed with wB97M-V/def2-TZVPD.

The geometry in XYZ format:
```
13
Properties=species:S:1:pos:R:3:lowdin_charge:R:1
C 1.56 2.04 -0.24 -0.025
C 0.95 0.95 0.31 -0.852
C -0.48 0.93 0.75 -0.172
Br 1.86 -0.66 0.54 0.736
H 1.00 2.88 -0.34 0.018
H 2.52 1.92 -0.68 0.047
H -0.90 1.93 0.50 0.078
H -0.64 0.82 1.85 0.082
H -1.05 0.01 0.27 0.090
C -1.54 -2.81 -0.23 -0.003
C -0.71 -2.59 -1.07 -0.031
H -2.41 -2.98 0.31 0.007
H -0.16 -2.43 -1.96 0.024
```

Calculated values
Total charge: 0
SMILES: C=C(C)Br.C#C
HOMO: -9.12 eV
LUMO: 0.95 eV



Entry ii
A cluster of 2 separate species, C5H7Br in total, computed with wB97M-V/def2-TZVPD.

The geometry in XYZ format:
```
13
Properties=species:S:1:pos:R:3:lowdin_charge:R:1
C -0.94 0.73 -0.21 -0.179
C -1.09 -0.75 0.08 -0.140
C 0.37 0.80 0.56 -0.213
C 0.40 -0.78 0.45 -0.258
C 1.28 0.04 -0.35 -0.785
Br 3.14 -0.07 -0.12 0.707
H -0.60 0.92 -1.26 0.064
H -1.79 1.34 0.05 0.107
H -1.72 -0.94 0.90 0.093
H -1.55 -1.48 -0.55 0.095
H 0.70 1.41 1.46 0.159
H 0.91 -1.57 1.01 0.128
H 0.89 0.35 -2.01 0.222
```

Calculated values
Total charge: 0
HOMO: -9.16 eV
LUMO: 0.57 eV



Which structure is the least stable? The one labeled entry ii.



Entry i
An isolated molecule of C5H9NO2, computed with wB97M-V/def2-TZVPD.

The geometry in XYZ format:
```
17
Properties=species:S:1:pos:R:3:lowdin_charge:R:1
C 2.32 0.35 -0.38 -0.090
N 0.96 0.82 -0.06 -0.106
C 0.03 -0.16 0.26 -0.355
C -0.23 -0.01 1.73 -0.278
O -0.78 -0.84 2.35 0.067
C -1.34 0.19 -0.43 -0.066
C -2.23 -0.97 -0.91 -0.191
O -3.20 -0.68 -1.58 0.046
H 2.42 -0.53 0.13 0.040
H 2.57 0.10 -1.43 0.090
H 3.15 0.95 -0.16 0.055
H 0.60 1.63 -0.64 0.146
H 0.38 -1.28 0.17 0.191
H 0.29 0.79 2.42 0.156
H -1.90 0.76 0.20 0.087
H -1.08 0.92 -1.07 0.075
H -1.97 -2.01 -0.61 0.132
```

Calculated values
Total charge: 0
SMILES: CN[C@@H](C=O)CC=O
HOMO: -8.94 eV
LUMO: 0.70 eV



Entry ii
A cluster of 2 separate species, C5H9NO2 in total, computed with wB97M-V/def2-TZVPD.

The geometry in XYZ format:
```
17
Properties=species:S:1:pos:R:3:lowdin_charge:R:1
C 1.07 -2.73 0.38 -0.534
N 0.01 -2.42 1.11 0.024
C 1.03 0.90 -0.80 -0.069
C -0.13 0.28 0.02 -0.214
C -1.31 1.09 0.17 0.123
C -1.59 2.47 -0.20 -0.215
O -0.79 3.21 -0.73 0.114
O 1.72 -1.90 -0.28 -0.096
H 1.36 -3.79 0.26 0.098
H -0.31 -3.24 1.64 0.011
H 1.93 0.31 -0.88 0.060
H 0.65 1.14 -1.80 0.086
H 1.25 1.88 -0.38 0.071
H -0.40 -0.74 -0.30 0.117
H 0.24 0.14 1.06 0.169
H -2.13 0.57 0.67 0.131
H -2.61 2.82 0.03 0.124
```

Calculated values
Total charge: 0
HOMO: -7.82 eV
LUMO: -4.13 eV



Entry iii
A structure of composition C5H9NO2, computed with wB97M-V/def2-TZVPD.

The geometry in XYZ format:
```
17
Properties=species:S:1:pos:R:3:lowdin_charge:R:1
C -0.90 -0.70 -0.86 -0.018
C -1.10 -1.66 0.28 -0.039
C 2.16 -0.05 0.31 -0.208
C -0.81 1.78 -0.66 -0.035
N -0.97 0.42 -0.20 -0.018
C -0.54 -0.51 1.13 -0.387
O 1.10 -0.95 0.22 -0.282
O -0.49 -0.13 2.25 0.113
H -0.88 -0.84 -1.93 0.147
H -2.15 -1.87 0.48 0.126
H -0.49 -2.56 0.26 0.118
H 2.35 0.23 1.35 0.076
H 3.08 -0.48 -0.09 0.071
H 1.96 0.90 -0.24 0.062
H -0.16 2.32 0.03 0.093
H -1.77 2.30 -0.66 0.088
H -0.38 1.81 -1.66 0.093
```

Calculated values
Total charge: 0
HOMO (alpha / beta): -8.55 / -8.55 eV
LUMO (alpha / beta): 0.32 / 0.32 eV



Which structure is the least stable? The one labeled entry ii.



Entry i
An isolated molecule of C5H9NO2, computed with wB97M-V/def2-TZVPD.

The geometry in XYZ format:
```
17
Properties=species:S:1:pos:R:3:lowdin_charge:R:1
C -0.47 -0.42 -1.01 -0.099
C -2.36 -0.44 0.47 -0.029
C 0.37 -0.06 0.29 -0.703
C 1.73 -0.79 0.12 -0.037
C 0.61 1.46 0.32 -0.035
N -1.87 -0.42 -0.77 0.032
O -0.27 -0.51 1.38 -0.101
O -2.44 0.77 -0.06 0.092
H -0.24 0.26 -1.83 0.131
H -0.25 -1.45 -1.32 0.135
H -3.00 -1.01 1.11 0.146
H 1.58 -1.87 0.17 0.080
H 2.38 -0.50 0.94 0.082
H 2.19 -0.53 -0.83 0.079
H 1.20 1.78 -0.54 0.077
H 1.16 1.71 1.23 0.082
H -0.33 2.00 0.33 0.069
```

Calculated values
Total charge: 0
HOMO (alpha / beta): -8.83 / -8.83 eV
LUMO (alpha / beta): -0.22 / -0.23 eV



Entry ii
An isolated molecule of C5H9NO2, computed with wB97M-V/def2-TZVPD.

The geometry in XYZ format:
```
17
Properties=species:S:1:pos:R:3:lowdin_charge:R:1
C 0.45 1.97 -1.13 -0.036
C -1.26 0.79 0.34 -0.049
C -0.19 0.90 -0.33 -0.192
N -0.67 -2.43 0.91 0.042
C 0.62 -0.55 -0.25 -0.329
C 1.95 -0.56 0.12 -0.045
O -0.44 -1.03 0.85 -0.256
O -2.33 1.10 1.03 0.141
H -3.12 0.69 0.65 0.142
H -1.61 -2.59 0.56 0.072
H -0.64 -2.68 1.89 0.076
H 0.37 -1.11 -1.15 0.126
H 0.00 2.95 -0.96 0.080
H 0.39 1.73 -2.20 0.089
H 1.51 1.98 -0.87 0.081
H 2.68 -1.10 -0.47 0.022
H 2.28 -0.07 1.03 0.034
```

Calculated values
Total charge: 0
HOMO (alpha / beta): -6.41 / -6.41 eV
LUMO (alpha / beta): 0.11 / 0.11 eV



Which structure is the least stable? The one labeled entry ii.



Entry i
An isolated molecule of C5H9NO2, computed with wB97M-V/def2-TZVPD.

The geometry in XYZ format:
```
17
Properties=species:S:1:pos:R:3:lowdin_charge:R:1
C 0.11 -2.03 -0.31 -0.127
N 1.00 -0.87 -0.21 -0.110
C 0.27 0.19 0.48 -0.338
C 1.41 0.83 1.46 -0.185
O 1.10 1.62 2.29 0.057
C -0.32 1.27 -0.36 -0.102
C -1.79 0.98 -0.84 -0.204
O -2.16 1.00 -2.00 0.038
H -0.88 -1.92 0.18 0.084
H -0.01 -2.15 -1.38 0.066
H 0.61 -3.00 0.11 0.098
H 1.50 -0.51 -1.07 0.151
H -0.47 -0.31 1.16 0.147
H 2.39 0.35 1.46 0.110
H -0.46 2.23 0.27 0.158
H 0.19 1.60 -1.13 0.059
H -2.50 0.72 -0.10 0.099
```

Calculated values
Total charge: 0
SMILES: CN[C@@H](C=O)CC=O
HOMO: -8.98 eV
LUMO: 0.82 eV



Entry ii
An isolated molecule of C5H9NO2, computed with wB97M-V/def2-TZVPD.

The geometry in XYZ format:
```
17
Properties=species:S:1:pos:R:3:lowdin_charge:R:1
O -0.39 1.86 -0.26 -0.015
C 0.27 0.83 0.43 -0.425
C -0.83 0.08 1.08 -0.167
N -1.62 -0.36 -0.16 -0.021
C -0.40 -0.65 -1.18 -0.057
C 0.85 -0.25 -0.42 -0.468
O 1.29 -1.29 0.33 -0.029
C 1.73 0.98 -0.08 0.119
H -1.30 1.49 -0.39 0.094
H -0.64 -0.78 1.85 0.137
H -1.36 0.89 1.71 0.137
H -1.83 -1.35 0.16 0.109
H -0.45 -1.68 -1.49 0.106
H -0.55 -0.05 -2.00 0.083
H 0.70 -2.08 0.66 0.173
H 1.92 1.80 -0.71 0.097
H 2.61 0.55 0.47 0.127
```

Calculated values
Total charge: 0
SMILES: O[C@@]12CNC[C@@]1(O)C2
HOMO: -8.25 eV
LUMO: 0.47 eV



Which structure is the least stable? The one labeled entry ii.



Entry i
A structure of composition C5H9NO2, computed with wB97M-V/def2-TZVPD.

The geometry in XYZ format:
```
17
Properties=species:S:1:pos:R:3:lowdin_charge:R:1
C -0.05 -0.17 -2.66 -0.018
C -0.77 -0.05 2.19 -0.009
N 1.00 0.16 0.39 0.200
C -0.79 -1.27 -1.92 -0.644
C 0.29 0.59 1.36 -0.435
C 1.30 1.53 1.66 0.144
O -0.39 -1.53 -0.69 -0.032
O -1.70 -1.91 -2.42 0.055
H 0.51 -0.85 -0.20 0.065
H -0.42 -0.11 -3.68 0.079
H -0.20 0.78 -2.15 0.070
H 1.02 -0.37 -2.66 0.080
H -1.59 -0.38 1.55 0.089
H -0.39 -0.93 2.71 0.102
H -1.16 0.67 2.91 0.084
H 1.79 1.53 2.63 0.089
H 1.54 2.33 0.97 0.083
```

Calculated values
Total charge: 0
HOMO (alpha / beta): -9.08 / -9.08 eV
LUMO (alpha / beta): -0.96 / -0.96 eV



Entry ii
A structure of composition C5H9NO2, computed with wB97M-V/def2-TZVPD.

The geometry in XYZ format:
```
17
Properties=species:S:1:pos:R:3:lowdin_charge:R:1
C -0.47 0.05 -0.13 -0.535
C -0.27 -1.19 -0.81 -0.063
C 1.54 -0.44 0.48 -0.234
C 0.79 0.75 -0.19 -0.286
C -1.08 1.50 -0.33 -0.062
H -0.27 -0.87 1.73 0.064
H -1.79 -0.40 1.47 0.142
H -0.08 -1.05 -1.97 0.157
H -0.79 -2.19 -0.75 0.142
H 1.57 -0.26 1.63 0.149
H 2.65 -0.25 0.25 0.142
H 1.09 0.65 -1.21 0.150
H -1.69 1.77 -1.30 0.153
H -1.82 1.64 0.43 0.098
N -0.78 -0.23 1.19 0.068
O 1.14 -1.47 -0.32 -0.094
O 0.24 2.00 -0.17 0.008
```

Calculated values
Total charge: 0
HOMO: -9.25 eV
LUMO: 0.90 eV



Which structure is the least stable? The one labeled entry ii.



Entry i
An isolated molecule of C5H9NO2, computed with wB97M-V/def2-TZVPD.

The geometry in XYZ format:
```
17
Properties=species:S:1:pos:R:3:lowdin_charge:R:1
C -0.75 -0.85 1.67 0.012
C 0.34 -0.49 0.68 -0.471
O 1.28 -1.55 0.54 0.042
O 0.98 0.81 1.09 0.008
C 0.69 1.40 -0.18 -0.210
C -0.74 1.52 -0.60 0.007
C -0.08 0.17 -0.61 -0.366
N 0.19 -0.53 -1.88 0.081
H -1.42 -0.01 1.86 0.087
H -1.36 -1.68 1.28 0.094
H -0.32 -1.17 2.62 0.094
H 0.75 -2.31 0.24 0.113
H 1.49 1.76 -0.81 0.148
H -0.94 1.99 -1.56 0.112
H -1.48 1.73 0.16 0.103
H 0.23 0.14 -2.66 0.072
H 1.13 -0.94 -1.85 0.073
```

Calculated values
Total charge: 0
SMILES: C[C@]1(O)O[C@@H]2C[C@@]21N
HOMO: -8.35 eV
LUMO: 0.91 eV



Entry ii
A cluster of 2 separate species, C5H9NO2 in total, computed with wB97M-V/def2-TZVPD.

The geometry in XYZ format:
```
17
Properties=species:S:1:pos:R:3:lowdin_charge:R:1
C 0.17 2.55 -0.73 0.006
C -0.09 1.21 -0.72 -0.464
O 0.22 -2.38 0.20 -0.105
O 0.53 0.18 -0.89 0.023
H 0.38 -1.55 -0.31 0.037
H -1.05 1.84 0.71 0.177
H 1.15 2.90 -1.03 0.056
H -0.63 3.27 -0.74 0.049
C -1.71 1.04 0.08 -0.141
C 2.47 -2.26 0.39 -0.052
C -2.02 -0.14 0.64 0.103
N 1.40 -2.87 0.70 -0.083
H -2.42 1.59 -0.54 0.101
H 3.39 -2.68 0.76 0.062
H 2.50 -1.37 -0.25 0.069
H -2.99 -0.60 0.52 0.084
H -1.31 -0.74 1.20 0.077
```

Calculated values
Total charge: 0
HOMO (alpha / beta): -8.63 / -8.63 eV
LUMO (alpha / beta): -1.53 / -1.53 eV



Entry iii
A structure of composition C5H9NO2, computed with wB97M-V/def2-TZVPD.

The geometry in XYZ format:
```
17
Properties=species:S:1:pos:R:3:lowdin_charge:R:1
C 0.36 0.19 -0.55 -0.237
C 0.43 -2.11 -0.40 -0.120
C 1.25 1.22 -1.16 0.001
C -0.51 0.46 0.53 -0.260
N -0.14 1.52 1.40 0.071
C -1.63 -0.30 0.83 -0.157
O 0.47 -0.99 -1.21 -0.060
O -1.96 -1.44 0.30 -0.036
H -0.97 -1.99 -0.20 0.084
H 0.02 2.39 0.92 0.070
H -0.82 1.69 2.14 0.078
H 0.33 -3.06 -0.91 0.074
H 0.91 -1.99 0.57 0.095
H -2.22 -0.03 1.71 0.124
H 1.42 0.99 -2.21 0.095
H 2.23 1.23 -0.67 0.100
H 0.82 2.22 -1.09 0.077
```

Calculated values
Total charge: 0
HOMO (alpha / beta): -7.45 / -7.45 eV
LUMO (alpha / beta): -0.03 / -0.03 eV



Which structure is the least stable? The one labeled entry ii.